P) # C5H8S3

An isolated molecule of C5H8S3 (the ωB97M-V functional and the def2-TZVPD basis, the Open Molecules 2025 dataset).

Properties
- Total charge: 0
- Orbital gap: 0.315 Ha
- SMILES string: C[C@H](C(=S)S)[C@@H]1CS1

Last column: Löwdin charge in e.
Geometry (Å):
C -1.3004 0.3523 0.8503  -0.108
C -0.0089 -0.3318 0.3721  -0.556
C 0.9844 -0.1861 1.6227  -1.167
S 1.6087 -1.4636 2.3951  0.673
S 1.1816 1.5307 1.6770  0.821
C 0.4872 0.2130 -0.9311  -0.582
C 0.0687 -0.8348 -2.0744  -0.392
S 1.8208 -0.6559 -1.8040  0.855
H -2.0104 0.1289 0.1550  0.033
H -1.7206 0.1573 1.9383  0.140
H -1.0976 1.5380 0.7645  0.087
H -0.2237 -1.3590 0.3977  0.087
H 0.4659 1.6884 0.5218  -0.122
H 0.3444 1.2943 -1.2763  0.131
H -0.0484 -0.3774 -2.9368  -0.013
H -0.5518 -1.6942 -1.6721  0.113

Q) # C5H8S3

A cluster of 2 separate species, C5H8S3 in total (the ωB97M-V functional and the def2-TZVPD basis, the Open Molecules 2025 dataset).

Properties
- Total charge: 0
- Orbital gap: 0.295 Ha

Last column: Löwdin charge in e.
Geometry (Å):
C 1.3846 0.9767 1.5104  -0.139
C 1.2566 -0.1890 0.4946  -0.762
C -1.4732 -0.1663 -0.6096  -1.267
C -2.9004 -0.9061 -0.7734  -0.204
C 1.7969 0.1532 -0.9844  -0.678
H 0.9539 2.0340 1.1433  0.102
H 2.5405 1.0610 1.7134  0.108
H 0.8612 0.5498 2.3656  0.057
H 2.0391 -0.8469 0.8795  0.051
H -3.2606 -0.5364 0.6176  0.202
H -2.7226 -2.2239 -0.9025  0.132
H -3.3940 -0.3563 -1.8406  0.131
H 1.0479 0.5038 -1.8345  0.053
S -0.3120 -1.0732 0.2901  0.870
S -1.1427 1.3792 -0.8894  0.663
S 3.3248 -0.3595 -1.1800  0.682

Most stable structure: P)

P) # C25H30N2O3

An isolated molecule of C25H30N2O3 (the ωB97M-V functional and the def2-TZVPD basis, the Open Molecules 2025 dataset).

Properties
- Total charge: 0
- Orbital gap: 0.330 Ha
- SMILES string: O[C@H](COCc1ccco1)CN1CCN(C(c2ccccc2)c2ccccc2)CC1

Last column: Löwdin charge in e.
Geometry (Å):
O -3.6642 3.5528 3.0410  -0.023
C -2.7657 3.0088 2.1018  -0.353
C -2.8152 3.8327 0.7953  -0.164
O -2.1263 3.2772 -0.2925  -0.119
C -0.7221 3.2700 -0.1486  -0.135
C -0.1085 2.8397 -1.4388  -0.246
C -0.5962 2.0902 -2.4663  -0.023
C 0.4481 2.0031 -3.4205  -0.067
C 1.4898 2.7001 -2.8984  -0.139
O 1.1630 3.2125 -1.6968  0.054
C -3.0467 1.5176 1.8322  -0.132
N -1.8371 0.8290 1.4287  -0.181
C -2.0495 -0.2275 0.4607  -0.155
C -0.6986 -0.7354 -0.0337  -0.159
N 0.0599 -1.2507 1.0902  -0.121
C 1.2750 -1.9805 0.7259  -0.227
C 2.2119 -1.1556 -0.1342  -0.193
C 2.0407 -1.0604 -1.5112  -0.045
C 2.8685 -0.2534 -2.2700  -0.083
C 3.8738 0.4804 -1.6638  -0.096
C 4.0493 0.3990 -0.2940  -0.077
C 3.2243 -0.4143 0.4631  -0.038
C 0.9322 -3.3255 0.1199  -0.176
C -0.3022 -3.9157 0.3589  -0.037
C -0.6007 -5.1613 -0.1637  -0.081
C 0.3363 -5.8409 -0.9228  -0.097
C 1.5780 -5.2708 -1.1448  -0.081
C 1.8754 -4.0238 -0.6245  -0.039
C 0.2784 -0.1912 2.0514  -0.163
C -1.0731 0.3154 2.5476  -0.164
H -4.5603 3.4820 2.6909  0.096
H -1.7821 3.1111 2.5689  0.143
H -2.4562 4.8518 1.0089  0.134
H -3.8576 3.8972 0.4629  0.135
H -0.4338 2.5702 0.6509  0.113
H -0.3531 4.2749 0.1121  0.142
H -1.5770 1.6696 -2.5316  0.110
H 0.4180 1.4927 -4.3612  0.101
H 2.4767 2.9035 -3.2622  0.118
H -3.4849 1.0778 2.7439  0.131
H -3.7822 1.4406 1.0273  0.128
H -2.6188 -1.0692 0.8948  0.127
H -2.6073 0.1824 -0.3831  0.120
H -0.1786 0.0964 -0.5363  0.113
H -0.8549 -1.5406 -0.7538  0.125
H 1.7870 -2.1900 1.6775  0.156
H 1.2658 -1.6360 -1.9956  0.120
H 2.7278 -0.1975 -3.3392  0.104
H 4.5219 1.1084 -2.2571  0.102
H 4.8324 0.9667 0.1873  0.102
H 3.3751 -0.4806 1.5320  0.112
H -1.0240 -3.3886 0.9630  0.108
H -1.5675 -5.6051 0.0256  0.101
H 0.1036 -6.8130 -1.3324  0.099
H 2.3207 -5.8001 -1.7241  0.101
H 2.8498 -3.5895 -0.7968  0.117
H 0.8407 0.6536 1.6146  0.123
H 0.8455 -0.5888 2.8971  0.127
H -1.6044 -0.5153 3.0468  0.129
H -0.9206 1.1138 3.2770  0.123

Q) # C25H30N2O3

An isolated molecule of C25H30N2O3 (the ωB97M-V functional and the def2-TZVPD basis, the Open Molecules 2025 dataset).

Properties
- Total charge: 0
- Orbital gap: 0.337 Ha
- SMILES string: CCN(Cc1ccccc1)C(=O)c1cccc(OC2CCN(C(=O)C3CC3)CC2)c1

Last column: Löwdin charge in e.
Geometry (Å):
C 5.8390 -2.0451 -1.3845  -0.074
C 4.7749 -1.1413 -1.9991  -0.201
N 3.7878 -0.6964 -1.0320  -0.053
C 2.7460 -1.6311 -0.6489  -0.097
C 2.5522 -1.7554 0.8419  -0.216
C 3.6472 -1.9030 1.6840  -0.044
C 3.4710 -2.0150 3.0505  -0.079
C 2.1972 -1.9879 3.5921  -0.089
C 1.1006 -1.8601 2.7584  -0.075
C 1.2777 -1.7481 1.3913  -0.041
C 3.8751 0.5690 -0.5511  -0.419
O 4.7795 1.3232 -0.8596  0.080
C 2.7826 0.9980 0.3801  -0.145
C 3.0711 1.2299 1.7158  -0.031
C 2.0634 1.6482 2.5674  -0.059
C 0.7875 1.8549 2.0881  0.000
C 0.4994 1.6651 0.7354  -0.243
O -0.7861 1.9337 0.3764  -0.024
C -1.2221 1.7229 -0.9559  -0.320
C -2.5480 2.4777 -1.1034  -0.091
C -3.6164 1.8316 -0.2172  -0.136
N -3.7682 0.4390 -0.5595  -0.049
C -4.8408 -0.1454 -1.1477  -0.429
O -4.8678 -1.3404 -1.3809  0.062
C -5.9966 0.7588 -1.4680  -0.215
C -7.1323 0.8370 -0.4816  -0.098
C -7.3138 0.1120 -1.7745  -0.103
C -2.5544 -0.3220 -0.3596  -0.125
C -1.4420 0.2318 -1.2502  -0.091
C 1.5075 1.2360 -0.1187  0.031
H 5.3960 -2.9414 -0.9541  0.066
H 6.3765 -1.5074 -0.6073  0.077
H 6.5496 -2.3459 -2.1498  0.073
H 4.2589 -1.6598 -2.8138  0.122
H 5.2504 -0.2412 -2.3953  0.117
H 1.7936 -1.3540 -1.1191  0.117
H 3.0319 -2.6098 -1.0467  0.133
H 4.6427 -1.9144 1.2668  0.108
H 4.3308 -2.1226 3.6952  0.104
H 2.0602 -2.0689 4.6600  0.101
H 0.1035 -1.8446 3.1724  0.105
H 0.4151 -1.6510 0.7476  0.104
H 4.0729 1.0704 2.0821  0.124
H 2.2757 1.8148 3.6126  0.110
H -0.0086 2.1811 2.7388  0.118
H -0.4895 2.1446 -1.6599  0.148
H -2.4055 3.5171 -0.8077  0.123
H -2.8586 2.4458 -2.1488  0.125
H -4.5663 2.3547 -0.3076  0.118
H -3.2846 1.8941 0.8253  0.132
H -5.7373 1.6575 -2.0134  0.136
H -7.0496 0.2526 0.4222  0.109
H -7.6212 1.7904 -0.3433  0.099
H -7.3355 -0.9665 -1.7506  0.102
H -7.9363 0.5545 -2.5368  0.101
H -2.7691 -1.3631 -0.6065  0.123
H -2.2541 -0.2493 0.6916  0.132
H -0.5235 -0.3275 -1.0693  0.089
H -1.7183 0.1160 -2.2995  0.132
H 1.3290 1.0960 -1.1741  0.123

Most stable structure: Q)

P) # C2H2OS2

An isolated molecule of C2H2OS2 (the ωB97M-V functional and the def2-TZVPD basis, the Open Molecules 2025 dataset).

Properties
- Total charge: 0
- Orbital gap: 0.296 Ha
- SMILES string: O=CC(=S)S

Last column: Löwdin charge in e.
Geometry (Å):
O -1.1191 -1.1047 -0.7162  0.033
C -0.8156 0.0028 -0.3346  -0.361
C 0.5087 0.5701 0.1998  -1.276
S 0.6318 2.0880 0.6035  0.749
S 1.5314 -0.7345 0.5208  0.842
H -1.5066 0.9026 -0.2834  0.105
H 0.7693 -1.7242 0.0101  -0.091

Q) # C2H2OS2

A cluster of 2 separate species, C2H2OS2 in total (the ωB97M-V functional and the def2-TZVPD basis, the Open Molecules 2025 dataset).

Properties
- Total charge: 0
- Orbital gap (alpha / beta): 0.242 / 0.242 Ha
- SMILES string: O=C=C=S.S

Last column: Löwdin charge in e.
Geometry (Å):
O -1.4765 1.8993 0.6198  0.124
C -0.7004 1.6376 -0.2591  -0.279
C 0.2904 1.5058 -1.0442  -0.653
S 1.4494 1.1693 -2.0481  0.771
S 0.4711 -2.0487 0.3457  0.398
H 0.7340 -2.5779 1.6660  -0.150
H -0.7681 -1.5855 0.7199  -0.211

R) # C2H2OS2

A structure of composition C2H2OS2 (the ωB97M-V functional and the def2-TZVPD basis, the Open Molecules 2025 dataset).

Properties
- Total charge: 0
- Orbital gap: 0.292 Ha

Last column: Löwdin charge in e.
Geometry (Å):
C 0.3351 -1.4216 0.0655  -0.168
C -0.2226 0.3694 -0.2594  -1.203
O 1.2726 -1.6530 0.7675  0.064
S -1.1236 0.7345 -1.5863  0.579
S 0.4159 1.3566 0.9881  0.726
H -0.2981 -1.8933 -0.5703  0.048
H -0.3793 2.5073 0.5949  -0.046

Most stable structure: P)